Version a
The following is a DFT calculation (wB97M-V/def2-TZVPD) of the ion C6H12NO with charge +1.

Geometry as ORCA input:
```
! wB97M-V def2-TZVPD RIJCOSX def2/J DEFGRID3
* xyz 1 1
N -2.26 1.69 -1.74
C -1.15 2.61 -1.25
C 0.11 1.81 -1.12
C -0.08 0.71 -0.10
C 0.66 -0.39 0.05
C 0.57 -1.31 1.17
C 1.37 -2.37 1.23
O 1.39 -3.19 2.31
H -3.16 2.05 -1.42
H -2.13 0.75 -1.37
H -2.29 1.67 -2.76
H -1.14 3.46 -1.92
H -1.47 3.01 -0.30
H 0.49 1.42 -2.06
H 0.86 2.47 -0.68
H -0.87 0.86 0.63
H 1.42 -0.63 -0.67
H -0.21 -1.14 1.90
H 2.15 -2.54 0.49
H 1.80 -4.04 2.10
*
```

## Properties
Kohn-Sham gap ... 7.825 eV
SMILES ... [NH3+]CC/C=C/C=C/O
LUMO ... -3.50 eV

What are the Löwdin partial charges on each atom? They are as follows, in elementary charge units: number 1, N, carries 0.200; number 2, C, carries -0.143; number 3, C, carries -0.188; number 4, C, carries -0.154; number 5, C, carries -0.116; number 6, C, carries -0.087; number 7, C, carries -0.184; number 8, O, carries 0.040; number 9, H, carries 0.173; number 10, H, carries 0.150; number 11, H, carries 0.175; number 12, H, carries 0.135; number 13, H, carries 0.130; number 14, H, carries 0.126; number 15, H, carries 0.133; number 16, H, carries 0.113; number 17, H, carries 0.119; number 18, H, carries 0.121; number 19, H, carries 0.131; number 20, H, carries 0.126

Version b
The following is a DFT calculation (wB97M-V/def2-TZVPD) of a cluster of 2 separate species, C6H12NO in total.

Geometry as ORCA input:
```
! wB97M-V def2-TZVPD RIJCOSX def2/J DEFGRID3
* xyz 1 1
C -1.71 1.29 1.37
C 2.60 -0.90 -0.89
C -1.20 -0.05 1.63
C 1.27 -0.66 -0.76
C -1.31 -1.06 0.74
C 0.75 0.47 -1.49
N 1.57 1.09 -2.35
O -0.55 0.68 -1.51
H -2.05 1.61 0.44
H -0.81 1.96 1.77
H 3.18 -1.76 -0.48
H 3.19 -0.41 -1.57
H -0.70 -0.21 2.54
H 0.57 -1.41 -0.25
H -1.19 -2.11 0.92
H -2.17 -1.02 0.05
H 2.53 0.96 -2.12
H -2.42 1.48 2.13
H 1.19 1.87 -2.95
H -0.91 0.01 -0.85
*
```

## Properties
Kohn-Sham gap ... 8.527 eV
LUMO ... -4.98 eV

What are the Löwdin partial charges on each atom? They are as follows, in elementary charge units: number 1, C, carries -0.082; number 2, C, carries 0.134; number 3, C, carries -0.190; number 4, C, carries -0.037; number 5, C, carries -0.084; number 6, C, carries -0.327; number 7, N, carries 0.231; number 8, O, carries 0.153; number 9, H, carries 0.056; number 10, H, carries 0.144; number 11, H, carries 0.117; number 12, H, carries 0.035; number 13, H, carries 0.107; number 14, H, carries 0.121; number 15, H, carries 0.075; number 16, H, carries 0.103; number 17, H, carries 0.100; number 18, H, carries 0.076; number 19, H, carries 0.191; number 20, H, carries 0.077

Version c
The following is a DFT calculation (wB97M-V/def2-TZVPD) of a cluster of 2 separate species, C6H12NO in total.

Geometry as ORCA input:
```
! wB97M-V def2-TZVPD RIJCOSX def2/J DEFGRID3
* xyz 1 1
O -2.60 -0.40 0.77
C -2.03 0.70 0.51
C -0.77 0.84 -0.21
C 0.03 -0.31 -0.84
C 1.49 -0.21 -0.58
C 2.33 0.44 -1.51
C 3.86 0.37 -1.73
N -3.86 -1.09 3.34
H -2.38 1.62 0.95
H -0.44 1.91 -0.26
H -0.17 -0.30 -1.94
H -0.39 -1.32 -0.50
H 1.86 -0.21 0.40
H 1.75 0.85 -2.41
H 4.03 1.22 -2.40
H 4.20 -0.63 -2.16
H 4.52 0.41 -0.83
H -3.43 -0.60 2.48
H -3.19 -1.77 3.75
H -4.80 -1.52 3.16
*
```

## Properties
Kohn-Sham gap ... 3.710 eV
LUMO ... -8.60 eV

What are the Löwdin partial charges on each atom? They are as follows, in elementary charge units: number 1, O, carries 0.090; number 2, C, carries -0.130; number 3, C, carries 0.212; number 4, C, carries -0.172; number 5, C, carries -0.074; number 6, C, carries -0.054; number 7, C, carries -0.067; number 8, N, carries 0.008; number 9, H, carries 0.133; number 10, H, carries 0.160; number 11, H, carries 0.162; number 12, H, carries 0.164; number 13, H, carries 0.093; number 14, H, carries 0.127; number 15, H, carries 0.076; number 16, H, carries 0.113; number 17, H, carries 0.092; number 18, H, carries 0.002; number 19, H, carries 0.021; number 20, H, carries 0.044

Stability comparison, relative energies in hartree: version a 0.0000; version b 0.0588; version c 0.1861

Version a
The following is a DFT calculation (wB97M-V/def2-TZVPD) of the molecule C4H4O2.

Geometry as ORCA input:
```
! wB97M-V def2-TZVPD RIJCOSX def2/J DEFGRID3
* xyz 0 1
O 2.20 0.83 0.77
C 1.95 -0.06 -0.02
C 0.64 -0.38 -0.49
C -0.53 -0.78 -0.65
C -1.16 0.37 0.22
O -1.80 -0.16 1.35
H 2.71 -0.73 -0.44
H -0.38 1.07 0.54
H -1.84 0.93 -0.42
H -1.66 -1.11 1.37
*
```

## Properties
Kohn-Sham gap ... 9.741 eV
SMILES ... O=CC#CCO
LUMO ... -0.42 eV

What are the Löwdin partial charges on each atom? They are as follows, in elementary charge units: number 1, O, carries 0.073; number 2, C, carries -0.257; number 3, C, carries 0.026; number 4, C, carries 0.047; number 5, C, carries -0.295; number 6, O, carries -0.036; number 7, H, carries 0.127; number 8, H, carries 0.104; number 9, H, carries 0.120; number 10, H, carries 0.091

Version b
The following is a DFT calculation (wB97M-V/def2-TZVPD) of the molecule C4H4O2.

Geometry as ORCA input:
```
! wB97M-V def2-TZVPD RIJCOSX def2/J DEFGRID3
* xyz 0 1
C -0.05 -1.20 0.68
C 0.08 -0.05 -0.01
C 0.66 1.15 0.67
O 0.90 1.21 1.85
C -0.54 0.06 -1.40
O -0.39 1.04 -2.06
H -0.50 -2.07 0.19
H 0.35 -1.39 1.69
H 0.62 2.06 0.08
H -1.14 -0.81 -1.68
*
```

## Properties
Kohn-Sham gap ... 9.404 eV
SMILES ... C=C(C=O)C=O
LUMO ... -0.58 eV

What are the Löwdin partial charges on each atom? They are as follows, in elementary charge units: number 1, C, carries 0.120; number 2, C, carries -0.205; number 3, C, carries -0.226; number 4, O, carries 0.064; number 5, C, carries -0.227; number 6, O, carries 0.066; number 7, H, carries 0.074; number 8, H, carries 0.094; number 9, H, carries 0.118; number 10, H, carries 0.121

Stability comparison, relative energies in hartree: version a 0.1222; version b 0.0000

Version a
The following is a DFT calculation (wB97M-V/def2-TZVPD) of the molecule C4H4O2.

Geometry as ORCA input:
```
! wB97M-V def2-TZVPD RIJCOSX def2/J DEFGRID3
* xyz 0 1
C -1.05 0.18 -1.49
C -0.37 -0.67 -0.98
C 0.52 -1.16 0.08
O 0.76 -0.14 1.10
C 0.22 1.10 1.00
O 0.37 1.97 1.81
H -1.63 0.97 -1.90
H 1.49 -1.45 -0.31
H 0.07 -2.02 0.60
H -0.37 1.21 0.09
*
```

## Properties
Kohn-Sham gap ... 10.852 eV
SMILES ... C#CCOC=O
LUMO ... 0.76 eV

What are the Löwdin partial charges on each atom? They are as follows, in elementary charge units: number 1, C, carries 0.117; number 2, C, carries -0.099; number 3, C, carries -0.160; number 4, O, carries -0.006; number 5, C, carries -0.340; number 6, O, carries 0.087; number 7, H, carries 0.057; number 8, H, carries 0.129; number 9, H, carries 0.129; number 10, H, carries 0.088

Version b
The following is a DFT calculation (wB97M-V/def2-TZVPD) of the molecule C4H4O2.

Geometry as ORCA input:
```
! wB97M-V def2-TZVPD RIJCOSX def2/J DEFGRID3
* xyz 0 1
C -0.88 1.08 1.94
C -0.23 0.96 0.93
C 0.48 0.59 -0.26
O 1.57 1.08 -0.50
C -0.12 -0.52 -1.16
O 0.82 -1.58 -1.17
H -1.35 1.45 2.82
H -1.12 -0.96 -0.95
H -0.18 -0.04 -2.14
H 1.35 -1.45 -0.38
*
```

## Properties
Kohn-Sham gap ... 10.387 eV
SMILES ... C#CC(=O)CO
LUMO ... -0.30 eV

What are the Löwdin partial charges on each atom? They are as follows, in elementary charge units: number 1, C, carries 0.162; number 2, C, carries -0.029; number 3, C, carries -0.399; number 4, O, carries 0.115; number 5, C, carries -0.182; number 6, O, carries -0.046; number 7, H, carries 0.039; number 8, H, carries 0.130; number 9, H, carries 0.124; number 10, H, carries 0.087

Version c
The following is a DFT calculation (wB97M-V/def2-TZVPD) of the molecule C4H4O2.

Geometry as ORCA input:
```
! wB97M-V def2-TZVPD RIJCOSX def2/J DEFGRID3
* xyz 0 1
O -0.31 2.34 -0.07
C -0.11 1.17 -0.08
C -1.00 -0.07 0.14
C 0.24 -0.91 -0.05
O 0.86 -0.61 -1.26
C 1.14 0.27 -0.18
H -1.78 -0.28 -0.58
H -1.39 -0.06 1.16
H 0.48 -1.89 0.38
H 1.87 0.03 0.54
*
```

## Properties
Kohn-Sham gap ... 10.782 eV
SMILES ... O=C1C[C@H]2O[C@@H]12
LUMO ... 0.89 eV

What are the Löwdin partial charges on each atom? They are as follows, in elementary charge units: number 1, O, carries 0.135; number 2, C, carries -0.304; number 3, C, carries -0.026; number 4, C, carries -0.262; number 5, O, carries 0.038; number 6, C, carries -0.119; number 7, H, carries 0.113; number 8, H, carries 0.134; number 9, H, carries 0.157; number 10, H, carries 0.134

Stability comparison, relative energies in hartree: version a 0.0000; version b 0.0049; version c 0.0126

Version a
The following is a DFT calculation (wB97M-V/def2-TZVPD) of a structure of composition C4H4O2.

Geometry as ORCA input:
```
! wB97M-V def2-TZVPD RIJCOSX def2/J DEFGRID3
* xyz 0 1
C 0.74 -0.89 0.04
C -0.03 0.29 0.06
C 1.91 -0.18 0.05
C -1.47 0.45 -0.04
O 3.05 -0.18 -0.04
O 0.95 1.17 0.24
H 0.42 -1.96 0.08
H -2.01 1.17 0.59
H -1.98 -0.41 0.10
H -1.59 0.55 -1.08
*
```

## Properties
Kohn-Sham gap ... 9.683 eV
LUMO ... 0.61 eV

What are the Löwdin partial charges on each atom? They are as follows, in elementary charge units: number 1, C, carries 0.018; number 2, C, carries -0.320; number 3, C, carries -0.360; number 4, C, carries 0.020; number 5, O, carries 0.221; number 6, O, carries 0.040; number 7, H, carries 0.122; number 8, H, carries 0.115; number 9, H, carries 0.047; number 10, H, carries 0.097

Version b
The following is a DFT calculation (wB97M-V/def2-TZVPD) of a cluster of 2 separate species, C4H4O2 in total.

Geometry as ORCA input:
```
! wB97M-V def2-TZVPD RIJCOSX def2/J DEFGRID3
* xyz 0 1
C 2.56 -0.48 -0.25
C 1.49 -0.04 0.10
C 0.26 0.51 0.63
O -0.43 -0.12 1.41
H 3.51 -0.87 -0.52
H 0.01 1.53 0.30
C -1.87 -0.13 -0.41
O -2.73 0.66 -0.16
H -1.85 -1.20 -0.13
H -0.94 0.15 -0.98
*
```

## Properties
Kohn-Sham gap ... 9.672 eV
SMILES ... C#CC=O.C=O
LUMO ... -0.40 eV

What are the Löwdin partial charges on each atom? They are as follows, in elementary charge units: number 1, C, carries 0.159; number 2, C, carries -0.053; number 3, C, carries -0.335; number 4, O, carries 0.032; number 5, H, carries 0.042; number 6, H, carries 0.139; number 7, C, carries -0.199; number 8, O, carries 0.026; number 9, H, carries 0.110; number 10, H, carries 0.081

Version c
The following is a DFT calculation (wB97M-V/def2-TZVPD) of the molecule C4H4O2.

Geometry as ORCA input:
```
! wB97M-V def2-TZVPD RIJCOSX def2/J DEFGRID3
* xyz 0 1
O 0.51 -1.60 -1.57
C 0.05 -0.95 -0.63
C 0.46 -0.68 0.75
C 0.03 0.69 0.80
O 0.72 1.50 -0.33
C -0.37 0.79 -0.61
H 1.12 -1.23 1.42
H -1.06 -1.08 -0.32
H -0.26 1.33 1.62
H -1.20 1.24 -1.16
*
```

## Properties
Kohn-Sham gap (alpha / beta) ... 7.325 / 7.917 eV
LUMO (alpha / beta) ... -1.62 / -1.21 eV

What are the Löwdin partial charges on each atom? They are as follows, in elementary charge units: number 1, O, carries 0.017; number 2, C, carries -0.481; number 3, C, carries 0.088; number 4, C, carries -0.141; number 5, O, carries 0.050; number 6, C, carries -0.148; number 7, H, carries 0.119; number 8, H, carries 0.204; number 9, H, carries 0.140; number 10, H, carries 0.150

Stability comparison, relative energies in hartree: version a 0.0000; version b 0.0653; version c 0.1518